1.
This record from the Open Molecules 2025 dataset describes a structure of composition C7H10CsO4 in a non-equilibrium geometry. The level of theory is wB97M-V/def2-TZVPD.

As for the HOMO energy (spin up / spin down): -0.164 / -0.163 hartree. As for the maximum force: 3.90 eV Å⁻¹. The gap between HOMO and LUMO (spin up / spin down) comes out at 2.8 / 2.8 eV.

The geometry in ORCA input format:
```
! RIJCOSX wB97M-V def2-TZVPD def2/J DEFGRID3
* xyz 0 2
C 2.584 9.151 -1.399
H -1.263 5.190 0.749
C -0.866 2.558 0.488
H -0.772 5.233 -0.926
C -1.697 3.353 -0.236
C 3.312 7.977 -0.727
H -0.116 3.074 1.120
O -1.002 1.282 0.716
C -2.888 5.536 -0.579
H 1.840 9.618 -0.745
C -1.611 4.850 -0.249
O 1.893 8.532 -2.489
H -3.698 4.983 -1.059
H 2.919 7.756 0.271
H -2.494 2.882 -0.823
O 3.019 6.873 -1.586
H -3.113 6.525 -0.175
H 3.267 9.907 -1.803
H 4.399 8.108 -0.685
O 1.974 6.565 -3.534
C 2.144 7.220 -2.535
Cs -1.814 -2.996 0.721
*
```

Quick look at the Löwdin charges, all values in e:
1 C -0.11
2 H 0.09
3 C -0.47
4 H 0.10
5 C -0.20
6 C -0.11
7 H 0.09
8 O -0.30
9 C -0.01
10 H 0.13
11 C -0.37
12 O 0.06
13 H 0.03
14 H 0.13
15 H 0.07
16 O 0.06
17 H 0.03
18 H 0.13
19 H 0.13
20 O 0.14
21 C -0.57
22 Cs 0.94

2.
This record from the Open Molecules 2025 dataset describes a structure of composition C7H10F10O3RuSe2Te. The level of theory is wB97M-V/def2-TZVPD.

As for the HOMO energy (spin up / spin down): -0.313 / -0.351 hartree. As for the maximum force: 0.14 eV Å⁻¹. The gap between HOMO and LUMO (spin up / spin down) comes out at 7.6 / 6.9 eV.

The geometry in ORCA input format:
```
! RIJCOSX wB97M-V def2-TZVPD def2/J DEFGRID3
* xyz 0 5
O -3.230 -0.986 -0.045
F -0.578 5.021 -2.781
O 2.416 1.354 -1.819
F 4.467 -0.884 0.214
H -1.520 0.060 2.547
Ru 0.582 1.499 -0.817
F -1.841 3.448 -2.004
Se -0.705 -0.467 -1.704
H -0.669 -2.708 -0.624
C 0.373 3.535 -1.168
Te 3.518 0.252 -0.888
C -1.148 -1.457 1.067
F 2.806 -1.318 -1.601
C -0.391 -1.728 -0.244
F -0.093 4.297 -0.137
H 0.124 0.071 1.914
H -1.053 -2.258 3.074
F -0.233 2.965 -3.376
H 0.514 -2.164 2.243
C -2.629 -1.800 0.949
H -2.725 -2.859 0.701
Se -1.385 1.510 0.540
C -0.545 -2.412 2.114
H -3.102 -1.632 1.926
F 4.314 1.610 0.086
H -4.133 -1.282 -0.194
O -0.703 -3.750 1.669
F 2.143 0.144 0.479
H 0.683 -1.725 -0.063
F 4.913 0.216 -2.085
C -0.924 -0.051 1.640
C -0.585 3.762 -2.352
F 1.571 4.074 -1.528
H -0.230 -4.337 2.265
*
```

Quick look at the Löwdin charges, all values in e:
1 O -0.12
2 F 0.18
3 O -0.66
4 F -0.34
5 H 0.07
6 Ru 0.83
7 F 0.12
8 Se 0.82
9 H 0.08
10 C -0.52
11 Te 1.79
12 C -0.56
13 F -0.37
14 C -0.46
15 F 0.02
16 H 0.06
17 H 0.13
18 F 0.13
19 H 0.13
20 C -0.22
21 H 0.13
22 Se 0.79
23 C -0.21
24 H 0.14
25 F -0.35
26 H 0.10
27 O -0.04
28 F -0.44
29 H 0.05
30 F -0.33
31 C -0.48
32 C -0.62
33 F 0.05
34 H 0.10

3.
This record from the Open Molecules 2025 dataset describes the ion C7H10F2N3O2S with charge -1 in a non-equilibrium geometry. The level of theory is wB97M-V/def2-TZVPD.

The relative energy (zero: lowest compared OMol25 entry of this formula, charge and spin) is 203.6 kJ/mol. As for the HOMO energy: -0.139 hartree. As for the maximum force: 4.40 eV Å⁻¹. The gap between HOMO and LUMO comes out at 7.0 eV.

The geometry in ORCA input format:
```
! RIJCOSX wB97M-V def2-TZVPD def2/J DEFGRID3
* xyz -1 1
C 0.434 -1.009 -0.787
F 2.167 1.848 -0.746
H -1.548 1.769 -1.276
H 1.143 -3.031 1.979
O -0.565 -4.022 -1.994
H 1.862 -3.280 0.238
C -0.867 1.565 1.467
H -1.149 -0.021 -2.227
S 0.807 -3.424 -2.114
C 0.094 0.563 -0.630
H -1.873 -0.005 -0.652
H -0.809 1.479 2.638
N 0.112 0.665 0.877
C -1.319 0.614 -1.294
C 0.927 -2.834 0.930
H -0.364 2.587 1.391
H 0.826 1.740 -2.272
H -1.820 1.439 0.993
N 0.410 -0.481 1.439
O 1.265 -3.452 -3.481
F 0.310 2.935 -0.902
H -0.002 -3.365 0.656
C 0.597 -1.433 0.594
C 0.934 1.737 -1.152
N 0.460 -1.660 -1.813
*
```

Quick look at the Löwdin charges, all values in e:
1 C -0.32
2 F 0.12
3 H 0.12
4 H 0.06
5 O -0.55
6 H 0.11
7 C -0.07
8 H 0.10
9 S 0.58
10 C -0.29
11 H 0.06
12 H 0.11
13 N -0.20
14 C -0.02
15 C -0.08
16 H 0.09
17 H 0.17
18 H 0.05
19 N 0.11
20 O -0.53
21 F 0.01
22 H 0.07
23 C -0.31
24 C -0.39
25 N -0.02

4.
This record from the Open Molecules 2025 dataset describes an isolated molecule of C7H10FN in a non-equilibrium geometry. The level of theory is wB97M-V/def2-TZVPD.

The relative energy (zero: lowest compared OMol25 entry of this formula, charge and spin) is 190.5 kJ/mol. As for the HOMO energy: -0.325 hartree. As for the maximum force: 5.76 eV Å⁻¹. The gap between HOMO and LUMO comes out at 9.2 eV. As for the SMILES: CC1=CC=N[C@H](F)[C@H]1C.

The geometry in ORCA input format:
```
! RIJCOSX wB97M-V def2-TZVPD def2/J DEFGRID3
* xyz 0 1
H -2.625 0.202 -0.497
H 2.231 -1.418 0.830
F 2.535 -0.758 -1.044
N 2.183 0.613 0.735
C -0.452 0.605 -0.421
C -1.814 0.469 -1.139
C 1.458 1.676 0.623
H -1.481 -2.060 0.455
C 0.146 1.690 0.045
C -0.637 -1.520 0.928
H -0.360 2.616 -0.266
H 1.737 2.647 1.058
C 1.855 -0.605 0.069
H -0.210 -1.298 -1.034
H -0.965 -1.022 1.996
H -2.109 1.427 -1.492
H 0.057 -2.295 1.320
H -1.596 -0.201 -2.031
C 0.047 -0.768 -0.137
*
```

Quick look at the Löwdin charges, all values in e:
1 H 0.07
2 H 0.15
3 F 0.06
4 N 0.08
5 C -0.26
6 C -0.03
7 C -0.13
8 H 0.08
9 C -0.06
10 C -0.10
11 H 0.11
12 H 0.11
13 C -0.33
14 H 0.11
15 H 0.14
16 H 0.06
17 H 0.07
18 H 0.11
19 C -0.25

5.
This record from the Open Molecules 2025 dataset describes an isolated molecule of C7H10FN3 in a non-equilibrium geometry. The level of theory is wB97M-V/def2-TZVPD.

The relative energy (zero: lowest compared OMol25 entry of this formula, charge and spin) is 0.0 kJ/mol. As for the HOMO energy: -0.304 hartree. As for the maximum force: 5.61 eV Å⁻¹. The gap between HOMO and LUMO comes out at 9.1 eV. As for the SMILES: C[C@@]1(F)CCc2n[nH]c(N)c21.

The geometry in ORCA input format:
```
! RIJCOSX wB97M-V def2-TZVPD def2/J DEFGRID3
* xyz 0 1
C -1.953 -1.186 0.768
H 1.189 3.321 -1.027
N 1.589 1.328 -1.513
H -0.691 2.702 2.041
C 0.252 0.511 0.080
C 0.359 -2.025 -0.306
H -0.363 -2.595 -1.034
F 0.050 -1.214 1.912
H -2.423 -2.098 0.401
H -2.446 -0.488 0.121
H -2.259 -1.089 1.698
C -0.422 -1.132 0.614
C 1.334 -1.234 -1.225
H 0.828 -2.711 0.311
C 0.203 1.859 0.237
N -0.585 2.788 0.982
H 1.224 -1.487 -2.215
H 2.318 -1.568 -1.019
N 1.042 2.306 -0.744
C 1.125 0.223 -0.953
H -0.372 3.789 0.874
*
```

Quick look at the Löwdin charges, all values in e:
1 C 0.00
2 H 0.18
3 N 0.07
4 H 0.12
5 C 0.01
6 C -0.10
7 H 0.16
8 F -0.02
9 H 0.08
10 H 0.08
11 H 0.02
12 C -0.33
13 C -0.09
14 H 0.09
15 C -0.31
16 N 0.08
17 H 0.08
18 H 0.10
19 N -0.01
20 C -0.30
21 H 0.08

6.
This record from the Open Molecules 2025 dataset describes a structure of composition C7H10HgO4 in a non-equilibrium geometry. The level of theory is wB97M-V/def2-TZVPD.

As for the HOMO energy (spin up / spin down): -0.290 / -0.289 hartree. As for the maximum force: 4.05 eV Å⁻¹. The gap between HOMO and LUMO (spin up / spin down) comes out at 7.0 / 5.1 eV.

The geometry in ORCA input format:
```
! RIJCOSX wB97M-V def2-TZVPD def2/J DEFGRID3
* xyz 0 3
Hg 1.025 6.334 0.384
C 1.073 2.172 -0.567
C 1.103 2.789 0.685
H -0.507 -1.778 2.037
O -2.035 -0.957 0.916
O 1.188 4.036 0.896
H -0.286 -3.576 0.498
H 1.433 0.237 0.196
C -1.276 -3.099 0.461
C 1.143 0.732 -0.747
O -1.394 -2.328 -0.722
H 1.076 2.121 1.566
H -2.055 -3.875 0.468
C 1.966 0.276 -1.828
H -2.154 -2.404 2.366
H -0.280 -0.163 -0.549
H 2.060 0.876 -2.735
H 1.111 2.810 -1.457
C -1.466 -2.066 1.582
H 2.399 -0.725 -1.815
O -2.473 -0.438 -1.205
C -1.649 -0.970 -0.430
*
```

Quick look at the Löwdin charges, all values in e:
1 Hg 0.36
2 C -0.03
3 C -0.27
4 H 0.12
5 O -0.02
6 O -0.40
7 H 0.12
8 H 0.11
9 C -0.15
10 C -0.22
11 O -0.02
12 H 0.13
13 H 0.13
14 C 0.08
15 H 0.13
16 H 0.23
17 H 0.07
18 H 0.13
19 C -0.15
20 H 0.07
21 O 0.13
22 C -0.56

7.
This record from the Open Molecules 2025 dataset describes a structure of composition C7H10LiNO2 in a non-equilibrium geometry. The level of theory is wB97M-V/def2-TZVPD.

As for the HOMO energy: -0.167 hartree. As for the maximum force: 1.60 eV Å⁻¹. The gap between HOMO and LUMO comes out at 1.9 eV.

The geometry in ORCA input format:
```
! RIJCOSX wB97M-V def2-TZVPD def2/J DEFGRID3
* xyz 0 1
C -0.683 1.026 0.794
Li -4.355 -1.852 -0.479
C 1.628 1.476 -0.208
H -2.889 -0.749 -0.043
O -0.490 -0.292 1.337
C -0.914 -1.319 0.629
H -0.053 0.677 -1.262
H -0.407 1.703 1.579
C 0.117 1.359 -0.439
H 1.915 2.509 -0.029
N 2.091 0.629 0.882
H 4.004 -2.097 -0.301
H -0.244 2.327 -0.772
C 3.428 -1.339 0.112
C -1.950 -1.108 -0.458
C 2.783 -0.351 0.461
H -1.663 -0.450 -1.261
O -0.576 -2.450 0.878
H -1.738 1.201 0.609
H 2.110 1.188 -1.137
H -2.115 -2.088 -0.891
*
```

Quick look at the Löwdin charges, all values in e:
1 C -0.18
2 Li 0.72
3 C -0.27
4 H 0.02
5 O 0.04
6 C -0.54
7 H 0.09
8 H 0.13
9 C -0.17
10 H 0.09
11 N -0.03
12 H -0.05
13 H 0.11
14 C 0.04
15 C -0.04
16 C -0.41
17 H 0.08
18 O 0.11
19 H 0.11
20 H 0.09
21 H 0.07

8.
This record from the Open Molecules 2025 dataset describes a structure of composition C7H10N in a non-equilibrium geometry. The level of theory is wB97M-V/def2-TZVPD.

The relative energy (zero: lowest compared OMol25 entry of this formula, charge and spin) is 604.5 kJ/mol. As for the HOMO energy: -0.515 hartree. As for the maximum force: 3.83 eV Å⁻¹. The gap between HOMO and LUMO comes out at 9.2 eV.

The geometry in ORCA input format:
```
! RIJCOSX wB97M-V def2-TZVPD def2/J DEFGRID3
* xyz 1 1
H 1.653 2.434 1.857
C 0.327 0.909 1.490
H -1.965 -1.134 -1.515
H 0.044 2.840 0.875
C 0.139 -0.708 -1.086
H 0.907 -2.288 -2.377
H 0.930 -0.943 2.464
C -1.006 -1.206 -1.883
H -1.050 0.860 -1.933
C 0.240 -2.146 -1.524
C 0.065 -0.389 2.157
H 0.003 2.844 2.616
H 0.339 0.273 -3.056
N -0.092 -0.039 0.759
C -0.363 0.069 -2.211
H 0.095 -3.049 -1.026
C 0.486 2.355 1.704
H -0.754 -0.684 2.689
*
```

Quick look at the Löwdin charges, all values in e:
1 H 0.16
2 C -0.17
3 H 0.12
4 H 0.07
5 C -0.08
6 H 0.12
7 H 0.11
8 C -0.09
9 H 0.12
10 C 0.06
11 C 0.00
12 H 0.13
13 H 0.14
14 N 0.18
15 C -0.06
16 H 0.09
17 C 0.02
18 H 0.08

9.
This record from the Open Molecules 2025 dataset describes the ion C7H10N with charge +1 in a non-equilibrium geometry. The level of theory is wB97M-V/def2-TZVPD.

The relative energy (zero: lowest compared OMol25 entry of this formula, charge and spin) is 455.7 kJ/mol. As for the HOMO energy (spin up / spin down): -0.489 / -0.532 hartree. As for the maximum force: 4.12 eV Å⁻¹. The gap between HOMO and LUMO (spin up / spin down) comes out at 7.1 / 8.0 eV.

The geometry in ORCA input format:
```
! RIJCOSX wB97M-V def2-TZVPD def2/J DEFGRID3
* xyz 1 1
C 1.788 0.156 -0.690
C -0.707 -1.722 -0.215
H -2.086 2.452 -0.417
H -0.900 -1.626 -1.316
H 0.178 -2.416 -0.187
C -0.617 -0.408 0.406
H 2.273 1.595 0.832
N -1.780 0.442 0.215
H 2.007 -0.057 1.601
H -2.697 0.126 0.319
C -0.129 1.878 -0.158
C -1.490 1.647 -0.292
H -1.457 -2.472 0.278
H -0.493 -0.369 1.452
C 0.522 0.617 -0.004
H 2.037 0.489 -1.721
H 1.651 -0.984 -0.793
C 1.899 0.653 0.691
*
```

Quick look at the Löwdin charges, all values in e:
1 C -0.03
2 C -0.04
3 H 0.11
4 H 0.12
5 H 0.11
6 C -0.28
7 H 0.09
8 N 0.16
9 H 0.17
10 H 0.16
11 C 0.24
12 C 0.01
13 H 0.14
14 H 0.16
15 C -0.36
16 H 0.14
17 H 0.13
18 C -0.01

10.
This record from the Open Molecules 2025 dataset describes a structure of composition C7H10N in a non-equilibrium geometry. The level of theory is wB97M-V/def2-TZVPD.

The relative energy (zero: lowest compared OMol25 entry of this formula, charge and spin) is 497.8 kJ/mol. As for the HOMO energy (spin up / spin down): -0.472 / -0.458 hartree. As for the maximum force: 7.19 eV Å⁻¹. The gap between HOMO and LUMO (spin up / spin down) comes out at 8.4 / 8.0 eV.

The geometry in ORCA input format:
```
! RIJCOSX wB97M-V def2-TZVPD def2/J DEFGRID3
* xyz 1 1
H -2.769 -1.188 1.006
C -0.146 -0.334 -0.623
H -2.679 -1.835 -0.491
C 1.291 -1.294 -0.343
H -3.753 -0.443 -0.097
C 2.299 -0.274 -0.064
N 1.608 0.940 0.384
C 0.185 1.058 -0.434
C -1.136 1.239 0.153
C -2.773 -0.915 -0.027
C -1.488 -0.111 -0.052
H 0.528 1.546 -1.292
H 2.824 0.041 -1.087
H 3.071 -0.683 0.594
H -1.612 2.115 0.534
H 1.232 -2.400 -0.086
H 2.144 1.801 0.644
H 1.174 0.739 1.282
*
```

Quick look at the Löwdin charges, all values in e:
1 H 0.09
2 C -0.01
3 H 0.06
4 C 0.10
5 H 0.10
6 C -0.22
7 N 0.08
8 C -0.21
9 C 0.06
10 C 0.01
11 C -0.12
12 H 0.14
13 H 0.18
14 H 0.14
15 H 0.11
16 H 0.12
17 H 0.20
18 H 0.16

Which of these has the lowest maximum force?
C7H10F10O3RuSe2Te